# C33H63N16PRe

A molecular structure, C33H63N16PRe (the ωB97M-V functional and the def2-TZVPD basis, the OMol25 dataset).

Structure (XYZ):
```
114
Properties=species:S:1:pos:R:3:mulliken_charge:R:1
Re -0.048 0.402 0.261 1.691
C 0.883 -3.785 -4.822 -1.051
N 0.335 -3.669 -3.497 0.380
C -0.388 -4.836 -3.049 -1.009
C 0.783 -2.673 -2.644 -1.235
N 0.062 -1.956 -1.879 0.400
C -1.363 -2.147 -1.780 -0.341
C -1.650 -2.681 -0.372 -1.972
N -1.559 -1.605 0.636 0.814
C -1.053 -2.178 1.892 -1.661
C -0.864 -1.111 2.960 -0.841
N 0.022 -0.061 2.448 0.351
C 0.728 0.567 3.406 -1.069
N 2.038 0.915 3.161 1.109
C 2.589 2.131 3.737 -1.384
C 3.019 -0.152 3.050 -1.121
N 0.223 0.848 4.615 0.315
C 1.033 0.801 5.819 -1.101
C -1.161 1.181 4.866 -0.934
C -2.899 -1.017 0.867 -0.952
C -2.878 0.509 1.063 -0.090
N -2.126 1.152 -0.008 -0.056
C -2.829 1.856 -0.901 -0.058
N -2.212 2.650 -1.827 0.724
C -2.804 2.818 -3.144 -1.205
C -1.248 3.675 -1.500 -1.068
N -4.188 1.880 -0.960 0.222
C -5.121 0.770 -0.930 -0.905
C -4.867 3.139 -1.221 -1.187
N 2.178 -2.480 -2.600 1.306
C 2.947 -3.681 -2.340 -1.172
C 2.830 -1.507 -3.446 -1.006
H 0.098 -4.144 -5.486 0.406
H 1.692 -4.522 -4.877 0.321
H 1.229 -2.822 -5.186 0.263
H 0.187 -5.734 -3.295 0.361
H -1.351 -4.924 -3.562 0.358
H -0.555 -4.808 -1.977 0.250
H -1.776 -2.807 -2.550 0.811
H -1.843 -1.169 -1.863 -0.238
H -0.910 -3.447 -0.133 0.765
H -2.636 -3.156 -0.350 0.181
H -0.093 -2.657 1.701 0.553
H -1.746 -2.941 2.266 0.499
H -0.404 -1.588 3.833 0.862
H -1.844 -0.747 3.287 0.277
H 1.801 2.859 3.912 0.487
H 3.302 2.543 3.022 0.252
H 3.128 1.964 4.670 0.510
H 2.541 -1.060 2.699 0.322
H 3.484 -0.362 4.019 0.508
H 3.820 0.147 2.377 0.264
H 1.973 0.294 5.639 0.310
H 0.486 0.225 6.564 0.452
H 1.222 1.790 6.234 0.405
H -1.719 0.338 5.275 0.375
H -1.647 1.532 3.958 0.108
H -1.199 1.981 5.605 0.416
H -3.384 -1.472 1.736 0.321
H -3.523 -1.252 0.008 0.277
H -2.387 0.771 2.004 -1.229
H -3.901 0.884 1.129 1.169
H -3.560 2.060 -3.333 0.369
H -2.015 2.708 -3.889 0.311
H -3.249 3.806 -3.280 0.499
H -1.000 3.631 -0.444 0.356
H -1.669 4.661 -1.717 0.564
H -0.347 3.564 -2.106 0.058
H -4.609 -0.185 -0.982 0.181
H -5.772 0.841 -1.803 0.434
H -5.763 0.813 -0.047 0.341
H -4.178 3.975 -1.180 0.304
H -5.621 3.281 -0.445 0.450
H -5.388 3.134 -2.179 0.421
H 2.419 -4.305 -1.620 0.335
H 3.910 -3.398 -1.917 0.383
H 3.151 -4.271 -3.242 0.341
H 3.652 -1.037 -2.900 -0.055
H 2.119 -0.744 -3.752 0.459
H 3.256 -1.968 -4.344 0.506
C 2.887 5.153 0.343 -0.825
N 1.911 4.162 0.721 0.133
C 0.883 4.365 1.581 -0.955
C 0.148 3.211 1.609 -0.424
N 0.724 2.308 0.772 0.357
C 1.802 2.903 0.248 0.061
P 2.907 2.143 -1.002 -0.512
C 1.536 1.657 -2.133 -0.257
N 0.411 0.992 -1.828 0.752
C -0.234 0.789 -3.003 -0.262
C 0.496 1.333 -4.024 -1.961
N 1.601 1.883 -3.462 0.236
C 2.633 2.602 -4.159 -0.752
C 2.987 0.466 -0.253 -0.036
N 1.961 -0.323 0.101 1.025
C 2.490 -1.543 0.361 -0.326
C 3.848 -1.496 0.180 -1.581
N 4.143 -0.230 -0.207 0.399
C 5.461 0.291 -0.475 -0.780
H 2.749 6.055 0.938 0.403
H 3.902 4.790 0.501 0.352
H 2.776 5.424 -0.708 0.341
H 0.730 5.286 2.108 0.691
H -0.755 3.006 2.151 0.462
H -1.167 0.274 -3.072 0.626
H 0.298 1.347 -5.077 0.760
H 2.471 2.516 -5.232 0.372
H 2.619 3.660 -3.889 0.363
H 3.617 2.198 -3.919 0.329
H 1.889 -2.378 0.655 0.350
H 4.596 -2.251 0.327 0.823
H 6.213 -0.394 -0.088 0.406
H 5.630 0.415 -1.547 0.309
H 5.594 1.260 0.008 0.351
```

Output
**Total charge**: +4
**HOMO-LUMO gap (spin up / spin down)**: 3.8 / 4.4 eV
**E**: -70467.0516 eV
**2S+1**: 2